No. 1
Molecular formula: C13H15NTi
Method: DFT, ωB97M-V with the def2-TZVPD basis set

Summary:
Spin multiplicity   1
HOMO (alpha / beta)   -7.314 / -7.318 eV
LUMO energy (alpha / beta)   -0.027 / -0.027 hartree
Kohn-Sham gap (alpha / beta)   0.242 / 0.242 hartree
Relative energy (zero: lowest compared OMol25 entry of this formula, charge and spin)   0.795 eV

Element x y z (Å)
C (-0.734, 0.732, -2.875)
C (0.631, 0.651, -2.587)
C (0.880, 1.387, -1.350)
C (-0.266, 2.088, -1.017)
C (-1.433, 1.596, -1.824)
Ti (-0.325, -0.611, -1.060)
N (-2.265, 0.692, -1.018)
C (0.821, -2.288, -1.405)
C (1.849, -1.367, -1.065)
H (1.861, 1.493, -0.886)
H (1.399, 0.170, -3.193)
H (-0.383, 2.812, -0.221)
H (-2.124, 2.344, -2.266)
H (-1.251, 0.367, -3.763)
H (2.569, -1.092, -1.845)
H (0.531, -3.139, -0.777)
H (-3.003, 1.103, -0.464)
H (2.299, -1.361, -0.073)
H (0.554, -2.424, -2.475)
C (-0.005, -0.210, 3.911)
C (0.619, -1.231, 3.193)
C (0.456, -1.330, 1.801)
C (-0.302, -0.375, 1.127)
C (-0.953, 0.640, 1.833)
C (-0.803, 0.722, 3.235)
H (0.113, -0.151, 4.999)
H (1.231, -1.972, 3.703)
H (0.932, -2.135, 1.246)
H (-1.580, 1.379, 1.322)
H (-1.318, 1.509, 3.792)

Forces on the atoms, in the same order (eV/Å):
1.64 0.67 -0.23
-0.90 0.86 -1.53
-0.23 1.81 0.03
1.11 -1.14 -0.13
-1.83 0.04 -0.32
-2.43 1.18 3.30
1.98 -1.99 -0.75
-0.23 -1.06 0.27
-0.14 -0.24 -1.04
-0.42 -0.14 -0.14
-0.30 0.22 0.21
0.10 -0.31 0.16
0.91 0.22 -0.16
0.20 -0.18 0.42
-0.40 0.18 0.26
0.16 0.19 -0.18
0.28 0.20 -0.11
-0.34 -0.01 -0.15
0.42 -0.07 0.41
-0.07 0.00 -0.14
-0.05 -0.26 -0.23
-0.15 0.55 1.05
0.15 -0.16 -1.67
0.24 0.05 1.30
-0.04 -0.14 -0.58
-0.03 -0.01 -0.47
-0.11 0.14 0.05
0.01 0.06 0.33
0.29 -0.43 0.19
0.19 -0.23 -0.15

Atom charges from the Löwdin analysis, given in e for atoms 1 to 8:
1 C -0.1011
2 C -0.2019
3 C -0.1586
4 C -0.0017
5 C -0.4772
6 Ti 0.9815
7 N -0.1028
8 C -0.2903

=====

No. 2
Molecular formula: C4H4N2O2
Method: DFT, ωB97M-V with the def2-TZVPD basis set

Summary:
Spin multiplicity   1
HOMO (alpha / beta)   -8.664 / -8.615 eV
LUMO energy (alpha / beta)   -0.059 / -0.063 hartree
Kohn-Sham gap (alpha / beta)   0.259 / 0.254 hartree
Relative energy (zero: lowest compared OMol25 entry of this formula, charge and spin)   4.941 eV

Element x y z (Å)
C (0.512, 0.168, -1.657)
C (1.543, -0.574, -1.082)
C (1.332, -0.781, 0.345)
C (-1.513, 0.488, 1.298)
N (-0.564, 0.496, -0.940)
N (-0.563, 0.235, 0.320)
O (2.573, -1.017, -1.632)
O (1.636, -1.123, 1.404)
H (0.629, 0.447, -2.740)
H (-2.365, 1.002, 0.854)
H (-1.912, -0.377, 1.641)
H (-1.308, 1.036, 2.187)

Forces on the atoms, in the same order (eV/Å):
0.58 -0.18 -0.97
1.22 -0.01 -2.42
-1.47 0.17 3.47
-2.13 2.22 -1.56
-2.15 1.14 2.06
5.15 -1.36 -2.69
-0.81 0.21 1.16
0.08 0.17 -1.65
-0.59 -0.28 1.38
-0.19 0.27 -0.23
-1.09 -3.10 1.03
1.40 0.76 0.42

Atom charges from the Löwdin analysis, given in e for atoms 1 to 8:
1 C -0.1062
2 C -0.4305
3 C 0.0145
4 C -0.0959
5 N 0.0394
6 N -0.0862
7 O 0.0495
8 O 0.2593

=====

Which of these has the lowest relative energy (zero: lowest compared OMol25 entry of this formula, charge and spin)?
C13H15NTi